Entry 1:
{
  "formula": "C3H9ClSSi",
  "method": "ωB97M-V/def2-TZVPD",
  "symbols": ["C", "Si", "C", "Cl", "H", "H", "H", "H", "H", "H", "H", "C", "S", "H", "H"],
  "positions_angstrom": [[-1.2900, -0.9141, -0.8025], [-0.7217, 0.8291, -1.0297], [0.9635, 0.9133, -2.0824], [-0.1698, 1.7863, 0.8055], [-0.5163, -1.3165, -0.0246], [-2.3512, -1.1766, -0.4509], [-1.2033, -1.3819, -1.8050], [-1.6651, 1.8177, -1.4562], [1.7010, 1.2607, -1.3412], [1.1678, -0.0846, -2.3880], [1.0448, 1.5939, -2.9532], [2.4054, -0.3805, 3.1915], [1.4243, -1.1242, 4.1788], [3.4056, -0.1555, 3.4375], [2.0049, -0.2765, 2.1924]],
  "atomic_forces_ev_per_a": [[-0.2, -1.1, 1.2], [1.9, 1.2, 0.0], [-1.3, 0.9, 1.1], [-0.2, -0.7, -0.4], [-1.4, 0.2, -1.6], [1.6, 0.8, -0.3], [0.3, -0.1, 0.7], [-0.8, 0.3, -0.6], [-0.1, -0.3, -0.3], [0.5, -0.8, -0.3], [-0.5, -0.4, 0.5], [-1.0, -0.7, -1.0], [-0.6, -0.5, 1.2], [1.0, 0.6, 0.1], [0.6, 0.6, -0.4]],
  "multiplicity": 1,
  "smiles": "C[SiH](C)Cl.C=S",
  "largest_force_ev_per_a": 2.24,
  "mol_weight_g_mol": 140.71,
  "e_above_lowest_kcal_mol": 16.9,
  "lumo_energy_ev": -0.171,
  "orbital_gap_ev": 8.6,
  "e_tot_ha": -1267.5693
}

---

Entry 2:
{
  "formula": "C5H5F4N2",
  "method": "ωB97M-V/def2-TZVPD",
  "symbols": ["C", "C", "C", "C", "C", "N", "N", "F", "F", "F", "F", "H", "H", "H", "H", "H"],
  "positions_angstrom": [[0.2792, 0.9583, -1.0293], [-0.2111, 1.3156, 0.1712], [-0.0633, -0.8884, 0.6392], [-0.8274, 0.5691, 2.3957], [0.7460, -1.2408, -2.2185], [0.6609, -0.3248, -1.1545], [-0.3573, 0.3015, 1.0903], [0.3201, -2.0184, 1.1322], [-0.1812, -0.9522, -3.1031], [0.5419, -2.4639, -1.9404], [1.9823, -1.1308, -2.6781], [0.5411, 1.7143, -1.7915], [-0.5977, 2.2119, 0.3400], [-0.2294, 1.3208, 2.7943], [-1.7787, 0.9436, 2.3407], [-0.8255, -0.3157, 3.0120]],
  "atomic_forces_ev_per_a": [[1.2, 0.0, -1.1], [1.1, -2.5, -1.2], [2.2, 0.7, -4.5], [0.5, -1.3, 1.3], [0.4, 1.1, -1.4], [-2.1, -0.9, 7.0], [1.0, -2.4, -1.9], [-0.8, 1.7, 0.0], [-0.3, 1.1, -1.5], [-0.1, -2.5, 2.0], [0.3, 0.3, -0.9], [-0.6, -0.7, 0.1], [-1.4, 3.6, 1.2], [1.2, 1.2, 0.9], [-2.6, 0.8, -0.2], [0.1, -0.2, 0.1]],
  "multiplicity": 1,
  "largest_force_ev_per_a": 7.41,
  "mol_weight_g_mol": 169.10,
  "e_above_lowest_kcal_mol": 84.8,
  "lumo_energy_ev": [-5.856, -5.855],
  "orbital_gap_ev": [8.5, 8.5],
  "charge": 1,
  "e_tot_ha": -702.0977
}

---

Entry 3:
{
  "formula": "C4H8O2",
  "method": "ωB97M-V/def2-TZVPD",
  "symbols": ["C", "C", "C", "C", "O", "O", "H", "H", "H", "H", "H", "H", "H", "H"],
  "positions_angstrom": [[0.1035, 0.1936, -0.2515], [-0.1115, 0.2103, 1.2762], [-1.3667, -0.3221, -0.2398], [1.2601, -0.7090, -0.6829], [-0.9062, 1.1213, 2.0130], [-2.3308, 0.6082, -0.1971], [0.1228, 1.0859, -0.7785], [-0.0458, -0.7236, 1.8055], [-1.6088, -1.3646, -0.0831], [2.1640, -0.2632, -0.3786], [1.2937, -0.6346, -1.8217], [1.2267, -1.7962, -0.2864], [-1.4983, 1.5282, 1.3073], [-2.9878, 0.3537, 0.4102]],
  "atomic_forces_ev_per_a": [[-1.7, -2.1, 2.4], [-2.5, -0.1, -1.8], [4.1, -0.6, 1.4], [-1.5, -1.3, -1.5], [0.3, 0.2, -2.3], [0.6, 1.4, -1.3], [0.3, 2.0, -0.5], [0.5, -0.3, 0.1], [0.0, 0.0, -0.1], [1.1, 0.5, 0.7], [-0.1, -0.8, 1.4], [-0.1, 1.8, -0.8], [0.7, -0.3, 1.2], [-1.6, -0.5, 1.3]],
  "multiplicity": 1,
  "largest_force_ev_per_a": 4.35,
  "mol_weight_g_mol": 88.11,
  "e_above_lowest_kcal_mol": 94.1,
  "lumo_energy_ev": 0.790,
  "orbital_gap_ev": 8.0,
  "e_tot_ha": -307.5625
}

---

Entry 4:
{
  "formula": "C30H16Cl7N4O4Sn",
  "method": "ωB97M-V/def2-TZVPD",
  "symbols": ["Sn", "O", "C", "O", "C", "C", "Cl", "N", "N", "C", "C", "O", "O", "C", "C", "C", "C", "C", "C", "H", "H", "H", "H", "H", "H", "C", "C", "N", "C", "C", "C", "C", "C", "C", "C", "C", "C", "N", "C", "H", "H", "H", "H", "H", "H", "H", "H", "Cl", "C", "C", "C", "Cl", "C", "Cl", "C", "Cl", "C", "Cl", "Cl", "C", "H", "H"],
  "positions_angstrom": [[-0.3427, 0.8355, -1.2218], [2.6531, -2.2111, -5.1315], [2.0866, -3.2014, -4.3897], [2.0726, -4.3645, -4.7390], [1.4898, -2.7192, -3.0872], [1.0056, -3.5514, -2.0419], [1.2103, -5.1829, -1.9124], [0.7178, -2.7981, -0.9494], [0.8200, -1.3994, -1.2654], [1.3275, -1.4022, -2.5554], [1.8884, -0.0753, -2.9434], [2.8368, -0.0448, -3.7663], [1.3572, 0.9823, -2.3593], [0.3679, -3.3052, 0.3649], [-0.6540, -4.2363, 0.5296], [-1.0017, -4.6315, 1.8130], [-0.2932, -4.1467, 2.8925], [0.9256, -3.5207, 2.6825], [1.1658, -2.9630, 1.4602], [2.7303, -1.3286, -4.6383], [-1.1659, -4.6462, -0.3102], [-1.7878, -5.4160, 2.0158], [-0.5934, -4.3906, 3.8780], [1.6101, -3.3260, 3.5213], [1.9374, -2.2158, 1.2965], [-3.0484, 0.1235, 2.4973], [-2.5715, 0.3178, 1.2301], [-1.2389, 0.5017, 1.0277], [-0.3777, 0.6828, 2.0444], [-0.8716, 0.5349, 3.4043], [-2.2364, 0.2578, 3.6076], [0.0685, 0.7894, 4.4091], [1.3344, 1.3332, 4.1626], [1.8068, 1.4013, 2.8514], [3.1472, 1.9280, 2.5438], [3.4530, 2.1216, 1.2283], [2.5737, 1.7185, 0.2159], [1.3093, 1.3090, 0.4569], [0.9343, 1.0770, 1.7414], [-4.1179, -0.0899, 2.6223], [-3.2494, 0.4522, 0.3719], [-2.5724, 0.1685, 4.6419], [-0.0444, 0.5338, 5.4754], [1.9071, 1.6617, 5.0062], [3.7835, 2.0672, 3.3949], [4.3751, 2.6848, 0.8867], [2.8036, 1.8640, -0.8591], [-0.4932, 4.0674, 0.8013], [-1.1862, 4.0653, -0.7685], [-1.1151, 2.9692, -1.6652], [-1.7050, 3.0648, -2.8986], [-1.2525, 1.9310, -4.1850], [-2.4913, 4.1800, -3.2581], [-3.5499, 4.0922, -4.5681], [-2.3319, 5.3450, -2.5010], [-2.9722, 6.7949, -3.0984], [-1.6232, 5.2435, -1.2861], [-1.3592, 6.7070, -0.4215], [-3.7188, -0.0260, -2.3577], [-2.0544, -0.4913, -1.9544], [-1.5760, -0.9529, -2.8331], [-2.1034, -1.1696, -1.1100]],
  "atomic_forces_ev_per_a": [[-1.4, 1.5, 0.5], [-0.6, -0.9, 0.9], [0.7, 0.4, -1.0], [-0.2, 1.6, 0.6], [-0.8, 0.5, 1.1], [1.5, 2.0, -0.1], [-0.2, -1.3, 0.0], [-0.9, 1.8, -0.9], [0.8, -2.8, -1.3], [-0.3, -1.1, 2.0], [1.3, 0.6, -2.0], [-2.3, 0.7, 2.2], [0.6, -1.1, -0.7], [0.0, 0.1, 0.1], [0.1, 0.3, 0.1], [-1.0, -0.9, 0.2], [0.9, -0.8, -0.3], [-0.3, 1.1, 1.4], [0.4, 0.6, -1.6], [0.0, -0.9, -0.3], [-0.3, -0.1, -0.5], [0.7, 1.3, -0.5], [-0.2, -0.4, 0.8], [-0.5, 0.0, -0.4], [0.3, -0.4, 0.1], [-1.5, -0.1, 1.6], [2.1, 0.6, -1.0], [-1.1, 0.6, -1.3], [-2.6, -0.9, 1.0], [0.8, 0.3, -1.7], [0.7, -0.4, -0.3], [2.5, 0.7, 1.8], [-2.3, -1.5, 0.2], [1.2, 0.9, -2.3], [-2.6, -1.2, 0.0], [1.7, 0.9, -0.5], [-2.0, 0.5, -0.8], [1.1, -0.8, -0.2], [2.0, 1.2, 1.4], [0.5, 0.2, 0.0], [0.5, -0.6, 0.3], [-0.2, -0.1, -0.4], [-0.9, 0.4, -0.6], [0.5, -0.1, 0.2], [0.4, 0.6, 0.0], [-1.0, -1.1, 0.6], [0.0, -0.1, 0.9], [0.1, -0.5, 0.2], [0.6, -1.3, -1.3], [0.7, -1.4, 1.5], [0.1, 0.2, -0.7], [-0.5, 0.2, 0.8], [0.8, 0.0, 0.7], [-0.2, 0.1, -0.6], [0.1, -1.4, -0.1], [-0.1, 0.4, 0.2], [-0.8, 2.0, -0.2], [-0.1, 0.2, 0.1], [0.7, 0.4, 0.2], [1.2, -0.1, 0.0], [-0.4, 0.0, 0.4], [0.0, -0.4, -0.1]],
  "multiplicity": 1,
  "largest_force_ev_per_a": 3.23,
  "mol_weight_g_mol": 863.36,
  "lumo_energy_ev": -4.207,
  "orbital_gap_ev": 7.3,
  "charge": 1,
  "e_tot_ha": -5108.2363
}

---

Entry 5:
{
  "formula": "C5H15N3OP",
  "method": "ωB97M-V/def2-TZVPD",
  "symbols": ["C", "C", "C", "C", "N", "P", "O", "C", "N", "N", "H", "H", "H", "H", "H", "H", "H", "H", "H", "H", "H", "H", "H", "H", "H"],
  "positions_angstrom": [[-1.9450, 1.3521, -2.4020], [-0.5460, 0.9561, -1.9927], [-0.6001, 0.4278, -0.5431], [0.7880, 0.1155, 0.0606], [1.4135, 1.2084, 0.9397], [1.7734, -0.0761, 2.3221], [0.6222, 0.3193, 3.3042], [0.8091, -1.2034, 1.0393], [1.3321, -2.3965, 0.4073], [-0.4460, -1.6499, 1.7080], [-2.3892, 2.1023, -1.8078], [-2.6722, 0.5958, -2.3615], [-1.8488, 1.7130, -3.3964], [-0.0101, 0.1217, -2.4887], [0.0659, 1.8469, -2.1038], [-1.1716, 1.2225, 0.0293], [-1.2204, -0.5695, -0.6475], [1.4979, -0.1724, -0.8637], [0.8228, 1.9371, 1.4241], [2.2076, 1.7644, 0.4003], [-0.3627, 0.0470, 3.2470], [1.5210, -3.0900, 1.1364], [2.0262, -2.4417, -0.3514], [-1.1707, -1.4303, 1.1231], [-0.4970, -2.7000, 1.8171]],
  "atomic_forces_ev_per_a": [[1.1, -0.4, -1.0], [0.4, -0.7, 1.4], [-0.8, -0.1, -0.1], [-0.9, -2.0, -1.7], [1.2, 1.0, -1.3], [1.0, -1.2, -0.2], [-2.2, 0.4, 0.9], [0.1, 0.6, -0.1], [0.6, 0.0, 0.3], [2.2, -0.5, 1.3], [0.1, 1.3, 0.9], [-0.7, -1.5, -0.2], [-0.5, 0.4, -1.0], [-0.8, 0.6, -0.8], [0.4, 0.1, 0.2], [0.5, -1.3, 0.0], [1.1, 2.0, 0.6], [-1.2, 1.0, 2.3], [0.2, -1.1, -1.1], [-1.9, -1.6, 1.7], [2.1, 0.0, -0.5], [0.1, 0.1, -0.7], [-0.3, 0.7, 0.9], [-2.5, 0.7, -1.7], [0.5, 1.7, -0.2]],
  "multiplicity": 1,
  "smiles": "CCC[C@H]1[NH2+]P(O)C1(N)N",
  "largest_force_ev_per_a": 3.07,
  "mol_weight_g_mol": 164.17,
  "e_above_lowest_kcal_mol": 54.5,
  "lumo_energy_ev": -3.264,
  "orbital_gap_ev": 9.4,
  "charge": 1,
  "e_tot_ha": -780.0867
}

---

Entry 6:
{
  "formula": "CH5N2O",
  "method": "ωB97M-V/def2-TZVPD",
  "symbols": ["N", "C", "N", "O", "H", "H", "H", "H", "H"],
  "positions_angstrom": [[0.3773, 0.8129, -0.3932], [0.2170, -0.3610, 0.4597], [-0.6312, -1.4135, 0.0716], [-0.9308, -0.4342, 1.2271], [0.8736, 0.7320, -1.3967], [1.0075, 1.3952, 0.2128], [-0.6110, 1.0775, -0.4176], [1.0304, -0.8222, 0.8692], [-1.3328, -0.9866, -0.6330]],
  "atomic_forces_ev_per_a": [[1.9, 0.2, -0.7], [-1.7, -2.3, -0.4], [-2.7, 1.6, -1.2], [0.9, 0.1, -1.0], [-1.5, -0.2, 2.6], [-1.0, 0.5, -1.0], [0.2, 1.3, -0.5], [2.9, 0.0, 1.2], [1.1, -1.3, 0.9]],
  "multiplicity": 1,
  "smiles": "[NH3+][C@@H]1NO1",
  "largest_force_ev_per_a": 3.37,
  "mol_weight_g_mol": 61.06,
  "e_above_lowest_kcal_mol": 99.1,
  "lumo_energy_ev": -4.637,
  "orbital_gap_ev": 11.5,
  "charge": 1,
  "e_tot_ha": -225.4492
}

---

Number 5 is which compound? C5H15N3OP

---

Which formula does entry 1 have? C3H9ClSSi

---

What did the first record say?
{
  "formula": "C3H9ClSSi",
  "method": "ωB97M-V/def2-TZVPD",
  "symbols": ["C", "Si", "C", "Cl", "H", "H", "H", "H", "H", "H", "H", "C", "S", "H", "H"],
  "positions_angstrom": [[-1.2900, -0.9141, -0.8025], [-0.7217, 0.8291, -1.0297], [0.9635, 0.9133, -2.0824], [-0.1698, 1.7863, 0.8055], [-0.5163, -1.3165, -0.0246], [-2.3512, -1.1766, -0.4509], [-1.2033, -1.3819, -1.8050], [-1.6651, 1.8177, -1.4562], [1.7010, 1.2607, -1.3412], [1.1678, -0.0846, -2.3880], [1.0448, 1.5939, -2.9532], [2.4054, -0.3805, 3.1915], [1.4243, -1.1242, 4.1788], [3.4056, -0.1555, 3.4375], [2.0049, -0.2765, 2.1924]],
  "atomic_forces_ev_per_a": [[-0.2, -1.1, 1.2], [1.9, 1.2, 0.0], [-1.3, 0.9, 1.1], [-0.2, -0.7, -0.4], [-1.4, 0.2, -1.6], [1.6, 0.8, -0.3], [0.3, -0.1, 0.7], [-0.8, 0.3, -0.6], [-0.1, -0.3, -0.3], [0.5, -0.8, -0.3], [-0.5, -0.4, 0.5], [-1.0, -0.7, -1.0], [-0.6, -0.5, 1.2], [1.0, 0.6, 0.1], [0.6, 0.6, -0.4]],
  "multiplicity": 1,
  "smiles": "C[SiH](C)Cl.C=S",
  "largest_force_ev_per_a": 2.24,
  "mol_weight_g_mol": 140.71,
  "e_above_lowest_kcal_mol": 16.9,
  "lumo_energy_ev": -0.171,
  "orbital_gap_ev": 8.6,
  "e_tot_ha": -1267.5693
}